No. 1
Below is a molecular structure, C40H49AsBN10O4S6Y, with properties calculated with wB97M-V/def2-TZVPD.

Each line ends with the Löwdin charge.
Atoms and positions in Å:
H1 1.4762 6.7792 2.0268  0.116
H2 4.1533 3.3368 -1.8314  0.130
C1 4.1666 6.9494 1.5138  -0.069
S1 3.2236 -3.9405 -1.6258  1.038
C2 -0.5771 -2.1845 4.2154  -0.141
C3 -1.3502 -5.5065 -1.2983  -0.025
C4 3.5472 4.9621 0.1069  0.005
B1 -4.5536 -1.9988 -2.5827  -0.404
H3 -1.1280 -1.3378 3.8039  0.117
C5 3.1987 3.0505 -1.3675  -0.154
C6 3.1442 6.0027 0.9696  -0.315
H4 -4.4624 2.2168 -4.2548  0.081
S2 1.0031 -3.3372 -3.7469  0.525
C7 -3.0568 1.1694 -0.1067  -0.115
N1 0.1764 -2.8059 3.1064  -0.073
C8 1.8309 6.0192 1.3388  -0.008
S3 4.0368 1.0964 1.0759  0.021
C9 0.1192 -7.0518 -2.4010  -0.050
H5 -5.4869 0.8724 -3.7722  0.083
H6 1.5446 2.4387 -4.0104  0.110
N2 -1.5166 -7.8800 -0.8062  0.070
H7 -2.3332 2.9581 2.7719  0.117
C10 0.7058 -1.9693 2.2384  -0.221
C11 -0.3326 4.9614 1.5636  -0.015
H8 0.5509 0.2125 -1.9606  0.069
N3 -0.2026 0.4349 -3.8570  0.096
C12 -2.4144 3.8973 2.2184  -0.152
H9 1.5756 -0.5926 -4.0704  0.075
H10 0.4683 -8.0659 -2.5622  0.099
H11 4.1347 -1.2995 0.6154  -0.003
H12 -0.2340 -1.3435 6.1619  0.111
C13 0.2576 -4.7031 -2.8869  -0.306
H13 -0.9041 3.2368 0.8111  0.111
H14 -5.3443 -1.5513 -1.7502  0.007
H15 -4.1382 4.9215 1.3799  0.111
C14 -4.0082 1.6839 -1.0989  0.003
S4 3.6318 0.1475 4.4783  -0.187
N4 -4.2519 1.5640 2.0056  -0.002
C15 0.3528 -1.7431 5.3314  -0.192
C16 0.6968 -5.9994 -3.0955  -0.082
C17 -3.6889 3.9253 1.3704  -0.160
H16 -4.1356 1.3386 2.9795  0.117
C18 4.1198 -3.2368 -0.3304  -0.431
As1 3.2203 1.6971 3.0619  -0.486
Y1 1.5754 0.7227 0.1727  1.027
C19 3.7305 -1.9608 -0.1331  -0.323
O1 2.2047 -3.8891 -4.3513  -0.381
N5 -2.1140 -1.3322 -1.7767  0.207
H17 -1.9466 -7.5927 0.0610  0.075
H18 3.2533 0.2981 -2.7450  0.100
H19 -5.5684 2.9226 1.0747  0.101
C20 -2.9466 0.3033 -2.8179  -0.147
H20 -2.7128 0.3708 -3.8801  0.149
O2 -0.8139 0.5880 0.1850  -0.098
O3 0.0213 -2.7692 -4.6338  -0.310
C21 1.3435 3.9347 0.0993  -0.333
C22 -4.7552 2.9170 1.8067  -0.206
H21 -4.8140 2.3330 -0.7832  0.093
H22 2.6518 -4.2994 4.8984  0.109
N6 2.7042 -1.5083 -0.9448  -0.053
C23 2.3103 -2.4638 -1.7768  -0.707
C24 -3.2326 -1.1308 -2.4057  -0.259
H23 -0.8936 -8.6585 -0.6468  0.072
H24 1.0121 0.2458 -5.5016  0.104
H25 -5.2028 3.2169 2.7583  0.116
H26 -2.1657 -5.3048 -0.6141  0.110
H27 -0.5899 5.7476 2.2703  0.140
N7 -1.2155 4.0139 1.4134  0.067
N8 1.1851 -1.2424 1.4823  0.133
C25 -3.9461 1.3139 -2.3830  -0.222
C26 -0.7716 -4.4566 -1.9874  -0.039
C27 -0.3384 0.2739 -2.6170  -0.095
C28 -1.6789 0.1213 -1.9767  -0.293
C29 1.0848 -3.9036 3.4850  -0.143
H28 0.4551 -4.7439 3.7954  0.119
C30 1.2414 -2.8951 5.7793  -0.207
H29 1.5110 -6.1760 -3.7840  0.105
H30 -5.0128 -1.7870 -3.7023  -0.004
H31 4.8970 -3.7587 0.1976  0.046
C31 2.1075 1.5101 -4.1525  -0.156
C32 -0.9047 -6.8120 -1.4909  -0.335
H32 4.5881 4.9221 -0.2009  0.131
H33 2.6867 -2.6749 4.2042  0.075
H34 -1.2990 -2.9388 4.5498  0.120
H35 1.6241 -4.2022 2.5849  0.126
C33 3.0939 1.3549 -2.9750  -0.207
H36 0.9832 -0.9248 4.9636  0.059
C34 1.1437 0.3461 -4.4226  -0.223
H37 -2.3964 4.7008 2.9590  0.122
N9 2.5776 2.0203 -1.7879  -0.060
C35 -1.7714 0.6477 -0.5911  -0.250
H38 -2.4719 0.5066 1.7796  0.133
H39 4.6998 7.4813 0.7227  0.071
N10 1.3274 -2.2489 -2.6457  -0.141
H40 -1.1337 -3.4464 -1.8366  0.085
H41 3.7059 7.6898 2.1678  0.071
H42 -4.3522 -3.1796 -2.3757  -0.011
S5 3.8982 3.6812 3.4556  -0.161
H43 2.7020 1.6548 -5.0583  0.097
C36 -4.9521 1.7486 -3.3980  -0.041
C37 2.0256 -3.4550 4.5962  -0.185
S6 1.0445 1.6928 2.6338  -0.025
C38 0.9172 5.0139 0.9302  -0.132
C39 -3.2284 1.0568 1.2295  -0.066
H44 -5.6758 2.4480 -2.9767  0.071
H45 1.9286 -2.5535 6.5556  0.108
H46 4.0643 1.7927 -3.2497  0.106
O4 0.5647 2.9779 -0.2250  -0.170
H47 0.6305 -3.6962 6.2222  0.106
H48 4.8966 6.3935 2.1020  0.064
C40 2.7117 3.9806 -0.3495  -0.153
H49 -3.4140 3.7360 0.3318  0.095

Atoms 1-3, force components in eV/Å:
0.0 0.0 0.0
-0.1 0.0 0.0
0.0 0.1 0.1

Multiplicity   1
Charge   -2

=====

No. 2
Below is a molecular structure, C40H49BLaN13P at a distorted geometry, with properties calculated with wB97M-V/def2-TZVPD.

Each line ends with the Löwdin charge.
Atoms and positions in Å:
C1 2.4299 2.2897 1.4355  -0.172
C2 2.1681 -2.3077 -4.7124  -0.226
H1 3.7407 -3.8017 -5.4956  0.120
N1 -0.4465 -0.9012 -1.7537  -0.065
H2 3.9640 3.4329 2.6451  0.101
H3 3.1631 2.5141 -4.3406  0.080
C3 -1.1502 -2.4888 3.6902  -0.015
C4 -2.8797 2.4973 -1.2295  -0.301
H4 -0.5887 -3.7594 0.8436  0.080
H5 2.9467 3.1919 -1.9706  0.074
H6 -2.9827 -4.2991 0.1022  0.137
C5 3.1937 2.6715 2.5804  -0.028
H7 -2.2893 4.9555 -3.3327  0.138
C6 -0.3099 0.8555 6.4888  -0.091
H8 5.6019 -0.6560 0.5905  0.089
N2 -0.0964 -0.5158 3.4279  0.022
H9 -1.1595 5.3018 3.6736  0.105
C7 -4.1470 0.4697 1.4539  -0.071
H10 -2.5505 -0.8272 -4.4902  0.101
C8 -0.9609 4.2557 3.4564  -0.027
H11 5.9224 -0.2283 -1.1525  0.101
H12 -1.1471 -2.3247 -3.9291  0.108
C9 1.7719 -1.0199 -2.6787  -0.302
C10 -2.2084 4.1453 -2.5917  -0.032
N3 -4.9876 1.8016 -0.1175  0.130
H13 4.0501 2.3181 -0.8179  0.027
H14 0.2355 -2.3988 0.0004  0.016
H15 -0.0643 3.3186 5.3196  0.137
H16 -1.4464 -3.4275 4.0735  0.095
H17 -3.8974 -0.1215 2.3422  0.117
H18 -5.9245 -3.6577 -0.1135  0.095
N4 -0.5590 2.0365 3.7294  0.036
H19 1.7160 1.7489 -3.7480  0.069
N5 -1.0131 2.2230 2.3752  -0.080
H20 -4.3318 3.8288 -2.1368  0.190
C11 -1.7167 -2.7274 -0.7193  -0.211
C12 0.3983 -1.3848 -2.7034  -0.264
C13 -4.0733 -3.0410 -1.1934  -0.243
C14 3.1434 -2.8649 -5.7443  -0.021
N6 0.6679 0.8456 5.5483  0.004
H21 4.1997 -1.7909 -1.4618  0.102
H22 3.6945 -1.4417 -3.4927  0.117
C15 0.1119 0.2180 7.6492  -0.037
C16 3.8244 2.5496 -1.8715  -0.123
C17 -0.3798 -3.2730 -0.1133  -0.006
H23 0.4199 -3.2091 -5.6211  0.133
H24 -1.8703 0.3468 -3.3724  0.070
H25 -3.7050 0.1889 -3.7223  0.080
C18 5.1655 -0.2306 -0.3207  -0.105
H26 3.8595 -2.1005 -5.9874  0.072
H27 2.8615 0.7502 -4.6595  0.092
N7 -3.3396 3.5349 -1.9692  0.131
H28 4.7128 3.0098 -2.3404  0.104
H29 0.1584 -4.0040 -0.7547  0.108
C19 -1.3702 3.5368 2.3060  -0.141
P1 2.5688 0.0845 -1.5041  1.070
C20 2.7575 1.8276 3.6023  -0.075
H30 -5.1047 -4.8987 -1.0435  0.099
C21 1.3829 -0.2884 7.3236  -0.150
N8 1.5947 1.2837 1.7229  -0.089
H31 0.6701 -1.9147 4.8368  0.117
H32 -5.5481 2.5113 -0.6479  0.191
B1 0.4128 0.8435 4.0509  -0.658
C22 -1.1229 3.4157 -2.2236  -0.066
N9 1.7389 1.0607 3.1705  0.031
C23 3.9403 -1.0166 -0.7104  -0.517
C24 -5.3445 -3.8167 -1.0368  -0.041
H33 -0.0897 3.4908 -2.5248  0.103
H34 -1.7712 3.9213 1.3886  0.090
C25 -5.2947 1.1035 1.0516  -0.030
H35 2.0309 -0.8292 7.9729  0.104
H36 2.5715 2.5846 0.4044  0.061
C26 -1.6263 -1.6308 -1.5922  -0.315
C27 0.8010 -2.5759 -4.8105  0.009
H37 -4.8938 -1.8001 -2.7848  0.135
C28 3.5140 1.2508 -2.6433  -0.560
H38 3.1168 1.6755 4.6366  0.131
H39 -5.9318 -3.6006 -1.9083  0.069
H40 -2.4790 -1.9550 1.8771  0.095
H41 3.7521 -1.2512 1.3988  0.078
H42 4.9531 0.8433 -0.1713  0.054
H43 3.6537 -2.7405 0.4739  0.086
C29 2.7930 1.5985 -3.9160  -0.119
C30 -3.6637 1.6815 -0.3056  -0.306
C31 3.3301 -1.7066 0.4980  -0.114
H44 4.4605 0.7926 -2.9288  0.106
H45 2.2119 -1.5927 0.5070  0.040
C32 -0.5090 3.2543 4.3205  -0.063
C33 -1.6516 -1.7945 2.5610  -0.156
C34 -4.0020 -1.9994 -2.1481  0.010
N10 -1.5409 2.3742 -1.2965  -0.064
C35 -2.8992 -3.3808 -0.4848  -0.011
H46 2.5784 -3.0897 -6.6827  0.095
N11 -0.9548 -0.6732 2.3769  -0.139
H47 -6.3189 1.0501 1.4590  0.139
N12 1.7901 0.0645 6.1003  0.089
C36 -0.1251 -1.6929 4.1682  -0.013
H48 -0.4026 -0.0262 8.5589  0.098
H49 -1.1758 1.3784 6.2687  0.096
N13 -3.1163 0.8384 0.5802  -0.027
La1 -0.5682 0.6505 0.2777  1.963
C37 -2.7574 -0.3059 -3.5101  -0.046
C38 2.6311 -1.6273 -3.5988  -0.058
C39 -0.0894 -2.1184 -3.8381  0.048
C40 -2.7987 -1.2879 -2.3493  -0.211

Atoms 1-3, force components in eV/Å:
0.6 -1.0 1.5
0.8 -1.7 -0.4
-1.0 1.2 0.2

Multiplicity   2
Charge   +2

=====

Here are the calculated E numbers, same order: -192941.554 -72462.192 (eV).